# 1
DFT (the ωB97M-V functional and the def2-TZVPD basis) results for 2 unconnected molecules or ions with the total composition C4H13N2.

The value obtained for the relative energy (zero: lowest compared OMol25 entry of this formula, charge and spin) is 164.4 kcal/mol. The calculation puts the orbital gap at 5.8 eV.

ORCA input file:
```
! wB97M-V def2-TZVPD RIJCOSX def2/J DEFGRID3
* xyz 1 1
N -2.665 -0.611 0.817
C -2.163 -0.120 -0.372
C -1.076 0.875 -0.686
N 1.440 -0.112 0.376
C 1.954 -1.138 -0.502
C 2.326 1.069 0.466
H -2.038 -0.775 1.586
H -3.487 -0.172 1.183
H 0.457 0.122 0.118
H -1.322 -0.795 -0.725
H -3.003 0.011 -1.077
H -0.981 0.981 -1.831
H -1.281 1.950 -0.350
H 1.385 -2.057 -0.457
H 2.106 -0.880 -1.520
H 2.930 -1.499 -0.177
H 2.727 1.357 -0.555
H 1.684 1.842 0.856
H 3.156 0.860 1.168
*
```

---

# 2
DFT (the ωB97M-V functional and the def2-TZVPD basis) results for a gas-phase ion, C4H13N2 (charge +2).

Its expectation value of S² is 0.75. The value obtained for the relative energy (zero: lowest compared OMol25 entry of this formula, charge and spin) is 21.8 kcal/mol. The calculation puts the orbital gap (alpha / beta) at 14.5 / 9.2 eV.

ORCA input file:
```
! wB97M-V def2-TZVPD RIJCOSX def2/J DEFGRID3
* xyz 2 2
C -0.937 -0.006 0.358
N -0.148 -1.274 0.673
C -0.790 -2.596 0.362
C -0.348 0.721 -0.896
N 1.075 1.069 -0.740
C 1.401 2.255 0.008
H -0.874 0.681 1.192
H -1.961 -0.250 0.091
H 0.040 -1.223 1.679
H -0.094 -3.388 0.633
H -0.898 -2.673 -0.717
H -1.692 -2.725 0.952
H -0.915 1.632 -1.055
H -0.463 0.033 -1.735
H 0.729 -1.188 0.161
H 1.456 1.197 -1.691
H 1.078 3.145 -0.559
H 2.452 2.297 0.307
H 0.889 2.293 0.977
*
```

---

# 3
DFT (the ωB97M-V functional and the def2-TZVPD basis) results for a gas-phase ion, C4H13N2 (charge +2).

Its expectation value of S² is 0.75. The value obtained for the relative energy (zero: lowest compared OMol25 entry of this formula, charge and spin) is 50.9 kcal/mol. The calculation puts the orbital gap (alpha / beta) at 12.9 / 7.0 eV.

ORCA input file:
```
! wB97M-V def2-TZVPD RIJCOSX def2/J DEFGRID3
* xyz 2 2
N -1.653 0.048 1.669
C -1.450 -0.916 0.510
C -0.708 -0.256 -0.729
N -0.033 0.975 -0.269
C 1.466 1.049 -0.442
C 2.098 -0.336 -0.649
H -1.342 -0.521 2.463
H -2.627 0.331 1.742
H -1.005 0.912 1.447
H -0.825 -1.766 0.816
H -2.428 -1.419 0.190
H -1.507 0.089 -1.416
H -0.185 -0.990 -1.364
H -0.368 1.785 -0.807
H 1.777 1.404 0.568
H 1.797 1.713 -1.304
H 1.762 -0.717 -1.642
H 3.128 -0.321 -0.991
H 2.104 -1.063 0.206
*
```

---

# 4
DFT (the ωB97M-V functional and the def2-TZVPD basis) results for 2 unconnected molecules or ions with the total composition C4H13N2O.

Its expectation value of S² is 0.75. The value obtained for the relative energy (zero: lowest compared OMol25 entry of this formula, charge and spin) is 45.0 kcal/mol. The calculation puts the orbital gap (alpha / beta) at 4.4 / 7.2 eV.

ORCA input file:
```
! wB97M-V def2-TZVPD RIJCOSX def2/J DEFGRID3
* xyz 0 2
C -1.285 1.816 0.009
C -1.677 0.357 0.341
C -0.509 -0.526 0.680
C 0.232 -0.352 1.847
N 1.237 -1.331 2.138
N 0.417 -0.762 -0.509
H -0.822 1.853 -0.980
H -0.523 2.223 0.680
H -2.121 2.513 0.056
H -2.233 0.352 1.278
H -2.292 -0.016 -0.481
H -0.199 0.255 2.640
H 1.699 -1.095 3.020
H 0.777 -2.195 2.488
H 0.017 -0.778 -1.437
H 0.968 0.126 -0.581
H 1.172 -1.418 -0.385
H 1.560 -1.016 -3.921
H 2.128 0.300 -3.586
O 1.454 -0.307 -3.297
*
```

---

# 5
DFT (the ωB97M-V functional and the def2-TZVPD basis) results for 2 unconnected molecules or ions with the total composition C4H13N2O.

The value obtained for the relative energy (zero: lowest compared OMol25 entry of this formula, charge and spin) is 30.8 kcal/mol. The calculation puts the orbital gap at 10.7 eV.

ORCA input file:
```
! wB97M-V def2-TZVPD RIJCOSX def2/J DEFGRID3
* xyz 1 1
C -1.048 0.224 -2.450
C -0.207 -0.923 -1.960
N -0.369 -1.050 -0.465
H -0.858 0.451 -3.497
H -2.118 0.057 -2.333
H -0.822 1.159 -1.925
H -0.522 -1.872 -2.392
H 0.855 -0.811 -2.163
H -0.154 -0.132 0.024
H 0.252 -1.743 -0.049
H -1.334 -1.327 -0.250
C 1.979 0.618 1.432
N 0.610 0.881 1.377
C -0.265 0.499 2.489
O 2.469 -0.225 2.121
H 2.547 1.235 0.714
H 0.442 1.815 1.022
H -0.176 -0.574 2.661
H -1.294 0.727 2.227
H 0.016 0.992 3.418
*
```

---

# 6
DFT (the ωB97M-V functional and the def2-TZVPD basis) results for 2 unconnected molecules or ions with the total composition C4H13N2O.

The value obtained for the relative energy (zero: lowest compared OMol25 entry of this formula, charge and spin) is 46.9 kcal/mol. The calculation puts the orbital gap at 10.0 eV.

ORCA input file:
```
! wB97M-V def2-TZVPD RIJCOSX def2/J DEFGRID3
* xyz 1 1
C 2.627 0.073 -0.099
C 2.077 -1.105 0.119
N 1.052 -1.679 -0.695
H 2.400 0.653 -0.984
H 3.349 0.463 0.598
H 2.319 -1.704 0.992
H 1.078 -1.295 -1.634
H 1.170 -2.683 -0.789
C -1.710 1.028 -0.695
O -2.124 2.360 -0.866
C -1.269 0.824 0.754
N -0.961 -0.616 1.008
H -0.916 0.756 -1.397
H -2.581 0.416 -0.917
H -1.358 2.939 -0.944
H -0.373 1.398 0.954
H -2.070 1.138 1.423
H -0.268 -1.010 0.302
H -1.813 -1.169 0.911
H -0.630 -0.786 1.960
*
```

---

Number 1: F_max 0.117 hartree/bohr. Number 2: F_max 0.073 hartree/bohr. Number 3: F_max 0.109 hartree/bohr. Number 4: F_max 0.050 hartree/bohr. Number 5: F_max 0.015 hartree/bohr. Number 6: F_max 0.008 hartree/bohr.